*i*
DFT (ωB97M-V with the def2-TZVPD basis set) results for the ion C5H12N2O with charge +1.

Properties
Lowest unoccupied orbital energy (spin up / spin down) = -4.132 / -4.136 eV
Net charge = +1
<S²> = 0.753
HOMO-LUMO gap (spin up / spin down) = 0.177 / 0.332 hartree
HOMO (spin up / spin down) = -8.94 / -13.18 eV
Spin multiplicity = 2

Geometry (Å):
O1 -1.57392 -1.02308 -1.75776
C1 -2.01090 -0.81352 -0.67379
C2 -1.08883 -0.69370 0.55689
C3 -0.01792 0.38972 0.49811
C4 1.13777 -0.02894 -0.45154
C5 2.97180 0.94383 -1.65984
N1 1.93153 1.10019 -0.77305
N2 -1.96267 -0.44220 1.78107
H1 -3.09769 -0.90293 -0.43703
H2 -0.65774 -1.67857 0.73715
H3 -0.45908 1.34586 0.21769
H4 0.47596 0.40366 1.47383
H5 0.74838 -0.51408 -1.35113
H6 1.67604 -0.81315 0.09573
H7 3.52653 1.77385 -2.03273
H8 3.33181 -0.04131 -1.90678
H9 1.72328 2.03919 -0.48875
H10 -2.87855 -0.89870 1.68418
H11 -2.29895 0.52843 1.84348
H12 -1.47683 -0.67456 2.64430

***

*ii*
DFT (ωB97M-V with the def2-TZVPD basis set) results for the ion C5H12N2O with charge +1.

Properties
Lowest unoccupied orbital energy (spin up / spin down) = -3.179 / -8.449 eV
Net charge = +1
<S²> = 0.755
HOMO-LUMO gap (spin up / spin down) = 0.393 / 0.197 hartree
HOMO (spin up / spin down) = -13.87 / -13.80 eV
Spin multiplicity = 2

Geometry (Å):
C1 -2.19921 -1.23052 0.59653
C2 -0.77894 -0.71379 0.28125
C3 -0.64340 0.76025 -0.15988
C4 0.54489 1.43307 0.52763
C5 1.87517 0.79534 0.25936
N1 2.38616 1.02122 -0.98706
O1 2.45404 0.09936 1.06396
N2 -0.21265 -1.54869 -0.72494
H1 -2.74200 -1.26281 -0.34764
H2 -2.16650 -2.17366 1.14154
H3 -2.80730 -0.61352 1.25514
H4 -0.22089 -0.91803 1.22924
H5 -1.53575 1.31517 0.10918
H6 -0.45735 0.78110 -1.23493
H7 0.34855 1.53088 1.59449
H8 0.57840 2.44761 0.11408
H9 1.97464 1.54013 -1.71900
H10 3.19653 0.49836 -1.22447
H11 0.68138 -1.19411 -1.08537
H12 -0.27578 -2.56736 -0.68911

***

*ii* comes first in stability; the runner-up is 1.410 eV higher.

***

*i*
DFT (ωB97M-V with the def2-TZVPD basis set) results for a cluster of 2 separate species, HN3O4S in total.

Properties
Lowest unoccupied orbital energy = -0.590 eV
Net charge = 0
HOMO-LUMO gap = 0.373 hartree
HOMO = -10.75 eV

Geometry (Å):
N1 -1.96102 3.13707 -1.33602
N2 -2.54323 2.77084 -0.47929
N3 0.75460 -1.74257 0.70975
O1 0.91066 -1.07858 1.70415
O2 1.06355 -2.84732 0.47696
O3 0.06177 0.69631 0.20669
O4 1.30472 -0.64696 -1.62867
S1 0.09892 -0.61260 -0.72978
H1 0.31003 0.32382 1.07621

***

*ii*
DFT (ωB97M-V with the def2-TZVPD basis set) results for a structure of composition HN3O4S.

Properties
Lowest unoccupied orbital energy (spin up / spin down) = -2.347 / -2.355 eV
Net charge = 0
HOMO-LUMO gap (spin up / spin down) = 0.286 / 0.286 hartree
HOMO (spin up / spin down) = -10.13 / -10.13 eV

Geometry (Å):
N1 -1.57925 0.55761 -1.70167
N2 -1.25664 -0.50524 -1.34249
N3 0.09959 -0.17760 1.56465
O1 0.92496 0.02383 2.37331
O2 -1.05882 -0.21489 1.75339
O3 0.94270 0.96314 -0.61735
O4 1.92711 -1.26376 -0.33761
S1 0.73889 -0.41753 -0.27519
H1 -0.73855 1.03444 -1.41706

***

*i* comes first in stability; the runner-up is 3.678 eV higher.

***

*i*
DFT (ωB97M-V with the def2-TZVPD basis set) results for a cluster of 2 separate species, C3H11N2S2 in total.

Properties
Lowest unoccupied orbital energy = -3.556 eV
Net charge = +1
HOMO-LUMO gap = 0.326 hartree
HOMO = -12.43 eV

Geometry (Å):
N1 1.60948 -2.71114 -0.89964
C1 0.59101 -1.91337 -1.14299
N2 -0.62369 -2.20377 -0.73880
H1 1.40509 -3.52119 -0.33177
H2 2.54781 -2.54328 -1.22130
H3 0.78205 -1.03933 -1.74948
H4 -1.36234 -1.48087 -0.60727
H5 -0.69917 -3.06299 -0.20906
C2 2.13000 1.94508 0.83570
C3 0.65558 1.73826 1.16983
S1 -0.33492 1.35743 -0.31482
S2 -1.93281 0.32482 0.55754
H6 2.19592 2.81909 0.18936
H7 2.46279 1.06477 0.28276
H8 2.71088 2.06968 1.74632
H9 0.20196 2.64545 1.60042
H10 0.48325 0.92581 1.87195
H11 -1.13306 -0.56968 1.15885

***

*ii*
DFT (ωB97M-V with the def2-TZVPD basis set) results for a cluster of 2 separate species, C3H11N2S2 in total.

Properties
Lowest unoccupied orbital energy = -3.053 eV
Net charge = +1
HOMO-LUMO gap = 0.357 hartree
HOMO = -12.78 eV

Geometry (Å):
C1 -0.88196 1.71436 1.99620
C2 -1.45566 1.23638 0.55627
C3 -0.37988 0.30391 0.07230
N1 0.61985 0.92457 -0.59380
N2 -0.37569 -0.92335 0.49250
S1 2.55759 -3.00247 -1.93457
S2 0.98140 -1.72412 -2.11354
H1 -0.24764 2.56617 2.07710
H2 -1.81729 1.96024 2.51764
H3 -0.47983 0.90181 2.52150
H4 -1.76510 2.10362 -0.08732
H5 -2.44928 0.67194 0.72546
H6 0.37473 1.87639 -0.93298
H7 1.47599 0.42797 -0.97030
H8 -1.04374 -1.42455 1.00691
H9 0.67457 -2.07323 -3.29699
H10 0.45448 -1.54233 0.31261
H11 1.71801 -4.06058 -1.93902

***

*i* comes first in stability; the runner-up is 0.410 eV higher.

***

*i*
DFT (ωB97M-V with the def2-TZVPD basis set) results for the ion S2 with charge -1.

Properties
Lowest unoccupied orbital energy (spin up / spin down) = 3.980 / 3.953 eV
Net charge = -1
<S²> = 0.755
HOMO-LUMO gap (spin up / spin down) = 0.217 / 0.206 hartree
HOMO (spin up / spin down) = -1.92 / -1.66 eV
Spin multiplicity = 2

Geometry (Å):
S1 0.79354 -0.41946 0.40036
S2 -0.79354 0.41946 -0.40036

***

*ii*
DFT (ωB97M-V with the def2-TZVPD basis set) results for a cluster of 2 separate species, S2 in total.

Properties
Lowest unoccupied orbital energy (spin up / spin down) = 1.244 / 1.251 eV
Net charge = -1
<S²> = 0.760
HOMO-LUMO gap (spin up / spin down) = 0.197 / 0.150 hartree
HOMO (spin up / spin down) = -4.12 / -2.83 eV
Spin multiplicity = 2

Geometry (Å):
S1 0.14166 1.68500 0.60061
S2 -0.14166 -1.68500 -0.60061

***

*i* comes first in stability; the runner-up is 4.862 eV higher.